ORCA calculation (ωB97M-V with the def2-TZVPD basis set) on a molecular structure, C4H8O in a non-equilibrium geometry.

CARTESIAN COORDINATES (ANGSTROEM)
1 O -0.875 0.419 -1.577
2 C 0.374 -0.301 -1.211
3 C -0.011 -0.446 0.250
4 C -1.400 0.012 -0.232
5 C 0.838 0.532 1.130
6 H -2.150 -0.861 -0.306
7 H 0.113 -1.468 0.693
8 H 1.904 0.234 1.161
9 H 0.450 0.514 2.109
10 H 0.428 -1.333 -1.712
11 H 0.812 1.598 0.807
12 H 1.351 0.255 -1.506
13 H -1.836 0.845 0.393

The calculation puts the electronic energy at -6323.451 eV. As for the HOMO energy: -9.67 eV. For the orbital gap, the calculation gives 10.76 eV. The energy above the lowest of the compared OMol25 structures with the same formula, charge and spin is 165.7 kJ/mol. The LUMO energy is 1.1 eV. The value obtained for the molecular weight is 72.11 Da.

---

ORCA calculation (ωB97M-V with the def2-TZVPD basis set) on 4 unconnected molecules or ions with the total composition C22H34BrO11.

CARTESIAN COORDINATES (ANGSTROEM)
1 Br 0.569 -5.066 1.174
2 O 1.199 2.762 -5.123
3 O 4.678 3.586 2.212
4 O -5.198 -1.104 -2.397
5 O -1.995 -0.854 2.265
6 O 0.368 -0.585 0.008
7 O 4.120 1.534 2.958
8 O 4.859 1.834 0.846
9 O -3.242 -0.660 -1.448
10 O -3.354 -0.912 -3.682
11 O 2.471 3.821 -3.593
12 O 1.281 1.991 -3.041
13 C -5.387 -1.283 -0.972
14 C -1.660 -1.051 4.656
15 C 0.111 -0.142 -3.203
16 C -4.236 -0.474 -0.424
17 C -0.880 -3.765 1.518
18 C 1.721 2.943 -3.885
19 C -2.461 -1.414 3.556
20 C -0.980 -0.737 5.615
21 C 2.623 -1.150 0.873
22 C 4.972 3.007 0.016
23 C -1.066 -3.535 3.009
24 C -6.760 -0.838 -0.544
25 C 5.958 2.787 -1.102
26 C -0.753 -0.202 2.196
27 C -2.450 -2.927 3.343
28 C 1.708 -0.150 0.153
29 C 0.192 1.279 -3.684
30 C 0.561 1.473 -5.135
31 C 4.513 2.243 2.094
32 C 5.367 4.044 1.044
33 C -0.587 0.183 0.720
34 C -3.877 -0.894 -2.611
35 H -0.377 1.256 0.625
36 H -3.107 -3.115 2.481
37 H 1.734 0.800 0.692
38 H 3.249 -0.577 1.554
39 H -3.858 -0.822 0.537
40 H -5.244 -2.345 -0.758
41 H 3.980 3.220 -0.391
42 H 1.291 0.734 -5.475
43 H 6.963 2.626 -0.708
44 H 5.682 1.907 -1.681
45 H -0.293 1.481 -5.807
46 H -2.913 -3.435 4.188
47 H 5.970 3.650 -1.767
48 H 5.051 5.053 0.793
49 H 0.087 -0.847 2.471
50 H -6.909 -1.055 0.513
51 H -0.758 -0.643 -3.629
52 H 6.441 4.033 1.247
53 H -0.384 -0.519 6.467
54 H -0.599 -2.855 0.999
55 H -1.556 0.011 0.257
56 H -0.963 -4.499 3.514
57 H -0.248 -2.917 3.377
58 H 3.223 -1.717 0.166
59 H 0.034 -0.169 -2.117
60 H -7.527 -1.355 -1.120
61 H -0.730 1.816 -3.448
62 H 2.036 -1.844 1.471
63 H 2.110 0.041 -0.848
64 H -6.889 0.233 -0.705
65 H -0.728 0.702 2.813
66 H -1.766 -4.216 1.082
67 H -4.467 0.592 -0.360
68 H 1.013 -0.694 -3.480

The calculation puts the electronic energy at -115928.509 eV. As for the HOMO energy: -2.06 eV. For the orbital gap, the calculation gives 4.32 eV. Its charge is -1. The LUMO energy is 2.3 eV. The value obtained for the molecular weight is 554.41 Da.

---

ORCA calculation (ωB97M-V with the def2-TZVPD basis set) on 2 unconnected molecules or ions with the total composition C4H6O2S in a non-equilibrium geometry.

CARTESIAN COORDINATES (ANGSTROEM)
1 S 1.082 -1.907 -0.307
2 O -2.290 0.444 -1.121
3 O -2.939 -0.407 0.901
4 C 0.751 -0.205 0.079
5 C -2.603 0.014 -0.108
6 C 0.432 0.194 1.301
7 C 0.888 0.692 -1.107
8 H 0.243 1.234 1.504
9 H 1.256 -2.318 0.949
10 H 0.409 0.257 -1.983
11 H 0.454 1.667 -0.909
12 H 1.948 0.815 -1.334
13 H 0.370 -0.480 2.136

The calculation puts the electronic energy at -19171.517 eV. As for the HOMO energy (spin up / spin down): -4.91 / -10.37 eV. For the orbital gap (spin up / spin down), the calculation gives 5.49 / 8.23 eV. The energy above the lowest of the compared OMol25 structures with the same formula, charge and spin is 47.8 kJ/mol. The spin multiplicity is 3. The LUMO energy (spin up / spin down) is 0.6 / -2.1 eV. The value obtained for the molecular weight is 118.16 Da.

---

ORCA calculation (ωB97M-V with the def2-TZVPD basis set) on C4H2N4 in the gas phase in a non-equilibrium geometry.

CARTESIAN COORDINATES (ANGSTROEM)
1 N 0.876 -0.668 -1.421
2 N -1.411 -0.358 -0.843
3 N 1.432 0.382 0.840
4 N -0.866 0.697 1.390
5 C -0.368 -0.862 -1.756
6 C -0.740 0.057 0.156
7 C 0.350 0.827 1.754
8 C 0.727 -0.071 -0.119
9 H 0.588 1.272 2.703
10 H -0.619 -1.350 -2.682

The calculation puts the electronic energy at -10138.012 eV. As for the HOMO energy: -10.55 eV. For the orbital gap, the calculation gives 8.24 eV. The energy above the lowest of the compared OMol25 structures with the same formula, charge and spin is 175.3 kJ/mol. The LUMO energy is -2.3 eV. The value obtained for the molecular weight is 106.09 Da.

---

ORCA calculation (ωB97M-V with the def2-TZVPD basis set) on a molecular structure, C32H37ClFN5O6S2Sb2Ti in a non-equilibrium geometry.

CARTESIAN COORDINATES (ANGSTROEM)
1 Sb 0.688 1.055 1.748
2 Sb -0.904 3.427 -1.778
3 Ti 0.445 -1.006 -0.412
4 Cl 3.277 -5.736 0.424
5 S -3.027 -2.910 1.044
6 S -2.103 -0.392 -0.434
7 F -5.128 -3.592 -2.882
8 O -0.052 -2.461 -1.763
9 O 2.570 2.120 -0.988
10 O 1.660 -2.272 -3.221
11 O 1.325 0.328 -1.492
12 O -5.279 -0.819 -3.011
13 O -0.854 -0.571 -4.104
14 N -0.643 -1.927 1.169
15 N -3.055 -0.733 -3.533
16 N 1.594 0.406 -4.031
17 N 2.211 -1.934 0.017
18 N -1.751 -2.638 -3.757
19 C -0.395 0.433 3.479
20 C -2.024 -4.823 2.871
21 C -0.645 -3.026 2.009
22 C 0.436 -3.454 2.776
23 C 4.599 -1.985 0.328
24 C 2.611 0.928 2.683
25 C -3.478 4.687 2.429
26 C -0.719 4.814 -0.133
27 C -4.240 -1.401 -3.221
28 C 0.277 -4.569 3.573
29 C -0.852 3.736 2.182
30 C 3.384 -4.003 0.311
31 C -0.348 4.933 -3.210
32 C 2.068 1.316 -1.764
33 C 0.532 3.179 2.127
34 C 2.312 1.471 -3.280
35 C 3.416 -1.317 0.122
36 C -1.585 3.561 3.355
37 C -0.942 -5.252 3.618
38 C -1.867 -3.702 2.067
39 C 0.505 -2.594 -2.887
40 C -3.012 3.701 -2.028
41 C -2.884 4.013 3.486
42 C -0.427 -3.201 -3.935
43 C -1.830 -1.715 0.614
44 C -1.442 4.450 1.126
45 C -1.825 -1.272 -3.815
46 C 2.228 -3.289 0.103
47 C -4.052 -2.855 -3.186
48 C 4.613 -3.372 0.436
49 C -2.855 -3.405 -3.440
50 C -2.750 4.909 1.277
51 H 1.375 -2.918 2.738
52 H -1.116 3.050 4.187
53 H 3.342 1.491 2.108
54 H -2.704 -4.473 -3.392
55 H -3.345 3.228 -2.947
56 H 2.540 1.342 3.688
57 H 5.516 -3.934 0.610
58 H -3.194 5.475 0.468
59 H -3.250 4.762 -2.066
60 H 1.170 3.691 1.413
61 H -1.043 -6.123 4.247
62 H 2.935 -0.111 2.742
63 H -0.089 1.021 4.342
64 H -4.490 5.058 2.510
65 H -0.043 -3.034 -4.942
66 H -0.944 5.829 -3.053
67 H -1.142 5.738 -0.533
68 H 0.342 4.980 0.027
69 H 3.391 -0.234 0.055
70 H 0.999 3.251 3.110
71 H -0.493 -4.277 -3.745
72 H 0.704 5.187 -3.088
73 H 1.829 -0.567 -3.667
74 H 1.784 0.437 -5.033
75 H 0.564 0.457 -3.903
76 H -0.509 4.578 -4.227
77 H -1.465 0.543 3.325
78 H -2.967 -5.347 2.917
79 H 5.513 -1.416 0.410
80 H -0.174 -0.618 3.664
81 H 1.956 2.443 -3.622
82 H -3.093 0.281 -3.506
83 H 3.380 1.389 -3.495
84 H 1.104 -4.919 4.171
85 H -3.537 3.240 -1.196
86 H 1.276 -3.801 0.001
87 H -3.422 3.850 4.408

The calculation puts the electronic energy at -126625.330 eV. As for the HOMO energy (spin up / spin down): -5.45 / -7.67 eV. For the orbital gap (spin up / spin down), the calculation gives 5.48 / 7.70 eV. The energy above the lowest of the compared OMol25 structures with the same formula, charge and spin is 53.0 kJ/mol. The spin multiplicity is 3. The LUMO energy (spin up / spin down) is 0.0 / 0.0 eV. The value obtained for the molecular weight is 997.65 Da.

---

ORCA calculation (ωB97M-V with the def2-TZVPD basis set) on a molecular structure, C4H11NO2 in a non-equilibrium geometry.

CARTESIAN COORDINATES (ANGSTROEM)
1 O -1.251 1.311 1.318
2 O 0.899 1.174 -0.826
3 N -0.838 -0.056 0.050
4 C 0.596 -1.512 -0.742
5 C 1.281 0.120 1.335
6 C 0.465 0.261 0.079
7 C -1.693 0.226 -1.095
8 H 1.563 -1.315 -1.194
9 H -1.141 0.641 -1.937
10 H 1.305 1.086 1.836
11 H -2.185 -0.701 -1.397
12 H -2.437 0.937 -0.748
13 H -1.593 0.748 2.027
14 H -0.122 -1.796 -1.501
15 H 2.304 -0.172 1.093
16 H 0.828 -0.613 1.996
17 H 1.387 1.873 -0.375
18 H 0.632 -2.212 0.083

The calculation puts the electronic energy at -9906.848 eV. As for the HOMO energy (spin up / spin down): -8.26 / -8.26 eV. For the orbital gap (spin up / spin down), the calculation gives 8.97 / 8.97 eV. The energy above the lowest of the compared OMol25 structures with the same formula, charge and spin is 520.5 kJ/mol. The LUMO energy (spin up / spin down) is 0.7 / 0.7 eV. The value obtained for the molecular weight is 105.14 Da.